Record 1
Here is 2 unconnected molecules or ions with the total composition C22H28N2O6S at a distorted geometry from OMol25. Energies are from wB97M-V/def2-TZVPD.

Summary:
Frontier orbital gap   7.9 eV
ΔE to the lowest compared entry with this formula, charge and spin   11.1 kcal per mole
Structure (SMILES)   Oc1cc(O)cc(/C=C/c2ccc(O)c(O)c2)c1.CNC(=O)[C@H](CCSC)NC(C)=O
E_HOMO   -0.290 Eh
M   448.5 u

Geometry as XYZ:
```
59
Properties=species:S:1:pos:R:3:mulliken_charge:R:1
O 3.6438 0.3218 -3.2937 -0.5635
C 2.3604 0.7608 -3.1783 0.7925
C 1.3449 0.1391 -3.8965 -0.4621
C 0.0337 0.5902 -3.7834 0.5261
O -0.9483 -0.0446 -4.4845 -0.5454
C -0.2631 1.6718 -2.9505 -0.8274
C 0.7482 2.3048 -2.2146 0.6824
C 0.4081 3.4445 -1.3568 -0.4763
C 1.2300 3.9066 -0.3466 -0.2305
C 0.9513 5.0648 0.5065 0.7526
C 1.7843 5.2848 1.6126 -0.8542
C 1.5847 6.3856 2.4502 -0.4150
C 0.5479 7.2801 2.1940 0.4237
O 0.3371 8.3285 3.0493 -0.6341
C -0.2831 7.0832 1.0814 0.3547
O -1.2654 7.9898 0.7820 -0.6054
C -0.0854 5.9799 0.2492 -0.6692
C 2.0653 1.8334 -2.3450 -0.9045
H 3.6840 -0.3717 -3.9704 0.2913
H 1.5572 -0.6984 -4.5511 0.2476
H -1.8117 0.3413 -4.2691 0.2993
H -1.2852 2.0230 -2.8650 0.2874
H -0.5482 3.9257 -1.5276 0.1997
H 2.1529 3.3755 -0.1412 0.2095
H 2.5954 4.5961 1.8306 0.3499
H 2.2311 6.5467 3.3071 0.3910
H -0.6077 8.3750 3.2726 0.3574
H -0.9655 8.8788 1.0364 0.3542
H -0.7389 5.8725 -0.6083 0.3270
H 2.8958 2.2936 -1.8239 0.3293
C -0.3287 -6.4352 0.0670 -0.6469
N 0.4528 -6.1599 1.2735 -0.1128
C 0.4516 -5.0479 2.0158 -0.0370
O 1.1811 -4.9849 2.9978 -0.6935
C -0.4266 -3.8461 1.6182 0.1393
C 0.3971 -2.8161 0.8271 -1.0075
C -0.4616 -1.6692 0.2734 -0.7410
S -1.7918 -2.1553 -0.8666 -0.1477
C -0.8251 -2.7540 -2.2778 -0.3070
N -1.0374 -3.2097 2.7955 -0.0323
C -2.2443 -3.4464 3.3066 0.6356
C -3.1733 -4.4358 2.6293 -0.8857
O -2.6123 -2.8699 4.3175 -0.6872
H -0.0906 -7.4343 -0.3033 0.3495
H -1.3971 -6.3922 0.2892 0.2395
H -0.0912 -5.7082 -0.7116 0.1111
H 1.0641 -6.8866 1.6162 0.2815
H -1.2143 -4.2008 0.9591 0.4163
H 0.8945 -3.3165 -0.0038 0.3496
H 1.1675 -2.3969 1.4764 0.4108
H 0.1929 -0.9676 -0.2452 0.4368
H -0.9118 -1.1344 1.1101 0.4647
H -0.1113 -1.9899 -2.5837 -0.0715
H -0.2891 -3.6613 -2.0034 0.0760
H -1.4946 -2.9713 -3.1103 0.3809
H -0.4580 -2.5911 3.3415 0.2808
H -4.0864 -4.5161 3.2179 0.3228
H -2.6906 -5.4092 2.5763 0.2573
H -3.4189 -4.0765 1.6317 0.2298
```

***

Record 2
Here is a gas-phase ion, C10H7O2 (charge -1) at a distorted geometry from OMol25. Energies are from wB97M-V/def2-TZVPD.

Summary:
Frontier orbital gap   6.3 eV
Net charge   -1
Structure (SMILES)   [O-]c1occc1-c1ccccc1
E_HOMO   -0.096 Eh
M   159.2 u

Geometry as XYZ:
```
19
Properties=species:S:1:pos:R:3:mulliken_charge:R:1
O 1.7583 -2.3341 1.4025 -0.7688
C 1.9464 -1.2550 0.8084 0.5043
O 3.3571 -0.8442 0.6276 -0.3447
C 3.4945 0.3243 -0.0692 -0.5001
C 2.1723 0.6385 -0.3798 -0.8508
C 1.1849 -0.2430 0.2261 0.4663
C -0.1986 -0.0825 0.0560 0.8109
C -0.7477 1.0346 -0.5997 -0.5060
C -2.1218 1.2516 -0.7293 -0.3714
C -3.0284 0.3724 -0.1981 -0.5809
C -2.4973 -0.7999 0.4402 -0.1989
C -1.1459 -1.0850 0.5310 -0.6015
H 4.5194 0.6394 -0.3383 0.3276
H 1.8698 1.4304 -1.0560 0.2148
H -0.1090 1.8574 -1.0074 0.0730
H -2.3743 2.1858 -1.2051 0.3493
H -4.1371 0.5487 -0.3373 0.2463
H -3.0753 -1.6158 0.8338 0.3282
H -0.8673 -2.0236 0.9945 0.4023
```

***

Record 3
Here is a molecular structure, C27H18N2O9V at a distorted geometry from OMol25. Energies are from wB97M-V/def2-TZVPD.

Summary:
Frontier orbital gap (spin up / spin down)   6.5 / 6.7 eV
Net charge   -1
ΔE to the lowest compared entry with this formula, charge and spin   4.9 kcal per mole
E_HOMO (spin up / spin down)   -0.156 / -0.166 Eh
M   565.4 u
Spin multiplicity   3
⟨S²⟩   2.0112

Geometry as XYZ:
```
57
Properties=species:S:1:pos:R:3:mulliken_charge:R:1
V -0.7384 0.5512 0.8990 0.4965
O -6.3183 1.5752 3.1162 -0.5346
C -5.0912 1.3022 2.6066 1.1431
C -4.4233 0.1109 2.9055 -0.5783
C -3.1828 -0.0786 2.3372 -0.0381
N -2.6691 0.8415 1.5383 0.2520
C -3.2628 1.9934 1.2717 0.3396
C -4.5061 2.2760 1.7967 -0.7645
C -2.3704 2.9147 0.4197 0.4596
O -2.7748 4.0174 0.1132 -0.7451
O -1.2359 2.3602 0.1580 -0.7149
C -2.1847 -1.2121 2.6595 0.3072
O -2.5212 -2.1083 3.4035 -0.7256
O -1.0298 -0.9988 2.1200 -0.7204
H -6.6112 0.8378 3.6642 0.2951
H -4.8301 -0.6410 3.5704 0.4315
H -4.9891 3.2204 1.5922 0.5775
O 1.8954 0.9790 -1.1534 -0.6160
C 2.0827 0.9112 0.0413 0.5062
O 1.1431 0.9316 0.9647 -0.5350
C 3.4722 0.7698 0.6030 0.0710
C 3.6958 0.5748 1.9568 -0.4520
C 4.9898 0.4254 2.4699 -1.1157
C 6.0183 0.4841 1.5659 1.0805
O 7.3654 0.3689 1.8088 -0.5131
C 8.0050 0.4886 0.5367 -0.2458
O 7.0031 0.6914 -0.4534 -0.5130
C 5.7976 0.6764 0.2155 1.1347
C 4.5426 0.8197 -0.3054 -1.1814
H 2.8404 0.5351 2.6154 0.4145
H 5.1737 0.2683 3.5237 0.4108
H 8.5450 -0.4361 0.3217 0.2449
H 8.6750 1.3507 0.5546 0.2428
H 4.3475 0.9596 -1.3589 0.5111
C 0.6787 -4.3172 -1.4411 -0.4468
C 1.1301 -3.4874 -0.4224 -0.8816
C 0.5511 -2.2510 -0.1949 -0.2339
C -0.5229 -1.7931 -0.9727 0.2976
C -0.9708 -2.6423 -1.9989 -0.2618
C -0.3780 -3.8731 -2.2255 -0.5995
N -1.1244 -0.5626 -0.7142 0.6135
C -1.7782 0.0470 -1.8136 -0.6087
C -1.0662 0.3900 -2.9667 0.4249
C -1.7004 1.0155 -4.0243 -0.7400
C -3.0571 1.3226 -3.9591 -0.4463
C -3.7692 0.9876 -2.8192 -0.7365
C -3.1348 0.3479 -1.7604 0.0573
H 1.1401 -5.2796 -1.6220 0.3720
H 1.9573 -3.7948 0.2072 0.3749
H 0.9453 -1.6370 0.6033 0.2535
H -1.7977 -2.3292 -2.6233 0.3804
H -0.7580 -4.4961 -3.0278 0.3479
H -0.0022 0.1903 -2.9927 0.4059
H -1.1264 1.2888 -4.9021 0.3545
H -3.5459 1.8274 -4.7831 0.3629
H -4.8250 1.2208 -2.7458 0.3764
H -3.6987 0.0647 -0.8791 0.4084
```

***

Record 4
Here is a molecular structure, C5H8O at a distorted geometry from OMol25. Energies are from wB97M-V/def2-TZVPD.

Summary:
Frontier orbital gap   10.4 eV
ΔE to the lowest compared entry with this formula, charge and spin   71.8 kcal per mole
E_HOMO   -0.342 Eh
M   84.1 u

Geometry as XYZ:
```
14
Properties=species:S:1:pos:R:3:mulliken_charge:R:1
C 1.5147 -0.4153 -0.4388 -1.2038
C 0.0910 -0.1450 -0.0515 0.6336
C -0.8811 -1.0013 0.7256 -0.7126
C -1.4135 -0.1069 -0.3296 -0.1601
O -1.5433 1.2074 0.2263 -0.4207
C -0.1030 1.3163 0.1637 -0.5446
H 1.7629 -0.1222 -1.4629 0.2835
H 1.8683 -1.4278 -0.2192 0.3404
H 2.0334 0.3318 0.2153 0.2901
H -0.8465 -2.0561 0.4444 0.2776
H -1.1646 -0.8085 1.7570 0.2111
H -2.0108 -0.3344 -1.2049 0.3704
H 0.5630 1.7288 0.9552 0.3760
H 0.1295 1.8333 -0.7807 0.2590
```